Record 1
Computed, not measured: 2 unconnected molecules or ions with the total composition C2H5N3O2 at a distorted geometry, with ωB97M-V/def2-TZVPD.

The SMILES is C=[N+]([O-])O.N=C=N. The energy relative to the best compared isomer or geometry (same formula, charge and spin) comes out at 617.0 kJ/mol. For the LUMO energy, the calculation gives 0.0182 hartree.

Positions of all 12 atoms, in Å:
C 0.36 -0.66 -0.93
N 0.04 0.46 -1.58
O -0.83 0.86 -2.32
O 1.21 1.34 -1.31
H 1.23 -0.66 -0.38
H -0.21 -1.60 -1.11
H 1.16 2.04 -1.97
N -0.81 0.81 2.02
C -0.60 -0.34 1.88
N -0.29 -1.47 2.17
H -0.50 1.52 1.37
H -0.76 -2.32 2.15



Record 2
Computed, not measured: a molecular structure, C6H9AlF9O3S at a distorted geometry, with ωB97M-V/def2-TZVPD.

The total charge is -1. For the LUMO energy, the calculation gives 0.1169 hartree.

Positions of all 29 atoms, in Å:
O 1.94 -0.62 -0.19
S 0.97 0.39 -0.62
O 0.27 1.01 0.51
Al 2.19 1.94 -1.96
C -0.27 -0.66 -1.57
F -0.72 -1.68 -0.79
F 0.44 -1.20 -2.60
C -1.48 0.06 -2.21
F -2.16 -0.88 -2.91
F -1.03 0.97 -3.09
C -2.50 0.71 -1.22
F -2.40 0.15 -0.02
F -3.75 0.46 -1.69
C -2.41 2.27 -1.09
F -1.16 2.72 -1.17
F -2.93 2.62 0.10
F -3.15 2.84 -2.05
H 2.99 1.07 -3.04
H 3.19 2.59 -0.89
H 1.20 3.04 -2.56
C 0.56 -1.37 3.44
C 1.76 -2.29 3.49
O 1.64 -3.36 2.55
H -0.36 -1.92 3.65
H 0.65 -0.55 4.16
H 0.47 -0.94 2.44
H 1.85 -2.75 4.47
H 2.68 -1.73 3.29
H 1.58 -2.96 1.68



Record 3
Computed, not measured: 2 unconnected molecules or ions with the total composition C7H15N2 at a distorted geometry, with ωB97M-V/def2-TZVPD.

The total charge is +1. The energy relative to the best compared isomer or geometry (same formula, charge and spin) comes out at 626.5 kJ/mol. For the LUMO energy (alpha / beta), the calculation gives -0.1492 / -0.1320 hartree.

Positions of all 24 atoms, in Å:
C 3.00 -1.08 -0.14
C 3.34 0.01 0.82
C -2.46 -0.33 0.46
C 1.27 0.38 -0.19
C -1.43 0.00 -0.33
C -3.90 0.11 0.31
C -1.54 1.03 -1.36
N 2.00 -0.50 -0.96
N 1.95 0.38 1.11
H 3.83 -1.46 -0.88
H 2.69 -1.92 0.47
H 4.14 -0.42 1.56
H 3.73 0.99 0.37
H -2.40 -1.05 1.33
H 1.04 1.29 -0.63
H -3.92 0.94 1.04
H -4.59 -0.64 0.78
H -4.12 0.17 -0.69
H -1.41 1.97 -0.88
H -2.50 0.97 -1.91
H -0.67 0.87 -2.06
H 1.59 -1.21 -1.51
H 1.53 -0.28 1.76
H 1.90 1.30 1.48



Record 4
Computed, not measured: 8 unconnected molecules or ions with the total composition C9H34N10O10 at a distorted geometry, with ωB97M-V/def2-TZVPD.

The total charge is +1. For the LUMO energy (alpha / beta), the calculation gives -0.1033 / -0.3146 hartree. Its expectation value of S² is 0.76. As for the spin multiplicity: 2.

Positions of all 63 atoms, in Å:
C 28.75 -13.27 -1.44
O 29.18 -14.41 -1.28
N 28.56 -12.35 -0.49
N 28.24 -12.90 -2.58
H 28.63 -12.64 0.47
H 28.58 -11.37 -0.73
H 28.11 -13.48 -3.39
H 27.79 -11.99 -2.57
C 31.23 -8.18 -3.33
O 31.30 -8.89 -2.34
N 31.83 -8.52 -4.46
N 30.81 -6.97 -3.30
H 32.25 -9.41 -4.67
H 32.10 -7.74 -5.04
H 30.74 -6.38 -4.11
H 30.65 -6.75 -2.32
C 25.81 -10.32 -2.25
O 26.88 -10.26 -2.84
N 25.18 -11.49 -2.01
N 25.12 -9.31 -1.83
H 25.72 -12.34 -2.04
H 24.26 -11.42 -1.59
H 25.23 -8.42 -2.29
H 24.27 -9.38 -1.30
C 29.89 -11.85 2.58
O 29.00 -12.59 2.73
N 31.01 -12.10 3.27
N 30.02 -10.79 1.77
H 30.87 -12.89 3.89
H 31.83 -11.83 2.77
H 29.21 -10.43 1.27
H 30.81 -10.21 2.00
C 30.13 -6.29 0.17
O 30.94 -5.36 0.17
N 30.43 -7.53 0.33
N 28.91 -6.19 -0.07
H 31.40 -7.79 0.48
H 29.81 -8.28 0.06
H 28.19 -6.83 0.24
H 28.63 -5.28 -0.39
C 28.13 -8.36 -5.25
C 27.67 -7.29 -4.23
O 26.61 -6.48 -4.80
O 27.04 -9.30 -5.50
H 28.93 -8.96 -4.83
H 28.47 -8.14 -6.26
H 28.42 -6.62 -3.81
H 27.30 -7.78 -3.34
H 26.79 -5.58 -5.07
H 26.85 -9.73 -4.66
C 32.16 -12.62 0.06
C 32.30 -11.55 -0.94
O 33.64 -11.45 -1.46
O 33.07 -12.54 1.26
H 32.21 -13.53 -0.54
H 31.12 -12.59 0.39
H 32.06 -10.59 -0.48
H 31.60 -11.74 -1.75
H 33.89 -12.33 -1.74
H 33.26 -11.65 1.55
O 28.91 -9.52 -1.29
H 28.29 -9.48 -2.01
H 29.76 -9.35 -1.69



Record 5
Computed, not measured: CH4INS in the gas phase at a distorted geometry, with ωB97M-V/def2-TZVPD.

The SMILES is SNCI. The energy relative to the best compared isomer or geometry (same formula, charge and spin) comes out at 36.2 kJ/mol. For the LUMO energy, the calculation gives 0.0123 hartree.

Positions of all 8 atoms, in Å:
S 0.70 -0.13 -1.83
N 0.95 -0.10 -0.10
C -0.14 -0.39 0.70
I -1.98 0.95 0.78
H -0.51 0.58 -1.82
H 1.58 0.69 0.22
H 0.11 -0.39 1.68
H -0.72 -1.21 0.38



Record 6
Computed, not measured: a gas-phase ion, C10H13N2O2S (charge +1) at a distorted geometry, with ωB97M-V/def2-TZVPD.

The SMILES is C[NH+](C)/C(=C\S)c1ccc([N+](=O)[O-])cc1. The total charge is +1. The energy relative to the best compared isomer or geometry (same formula, charge and spin) comes out at 361.9 kJ/mol. For the LUMO energy (alpha / beta), the calculation gives -0.1654 / -0.1927 hartree.

Positions of all 28 atoms, in Å:
C 2.07 -1.46 1.46
N 2.01 -0.77 0.12
C 2.22 -1.60 -1.13
C 1.12 0.36 0.25
C 1.61 1.85 -0.58
S 3.25 2.33 -0.54
C -0.30 0.31 0.22
C -1.05 -0.90 0.06
C -2.39 -0.82 -0.19
C -3.13 0.38 -0.01
N -4.54 0.48 -0.40
O -4.95 -0.37 -1.21
O -5.23 1.33 0.06
C -2.41 1.47 0.52
C -1.07 1.45 0.56
H 1.29 -2.27 1.74
H 3.07 -2.13 1.57
H 2.06 -0.75 2.27
H 2.86 -0.31 0.23
H 1.74 -1.16 -1.96
H 3.29 -1.78 -1.39
H 1.77 -2.56 -0.97
H 0.63 2.45 -0.69
H 3.13 3.41 -1.45
H -0.48 -1.79 -0.05
H -3.04 -1.63 -0.54
H -3.07 2.24 0.91
H -0.47 2.24 1.14



Record 7
Computed, not measured: 2 unconnected molecules or ions with the total composition C2H10N3 at a distorted geometry, with ωB97M-V/def2-TZVPD.

The total charge is +1. The energy relative to the best compared isomer or geometry (same formula, charge and spin) comes out at 690.6 kJ/mol. For the LUMO energy (alpha / beta), the calculation gives -0.2453 / -0.1676 hartree.

Positions of all 15 atoms, in Å:
C -1.27 -1.23 -1.30
C 0.59 1.35 -0.22
N 1.43 -0.71 0.43
N -0.69 0.05 1.42
N 0.24 0.08 0.42
H -0.39 -1.92 -1.68
H -1.83 -1.28 -0.41
H -1.44 -0.37 -1.96
H 1.15 1.13 -1.05
H -0.36 1.77 -0.70
H 0.91 2.20 0.45
H 2.44 -0.43 0.52
H 1.23 -1.61 0.66
H -1.65 0.45 1.20
H -0.37 0.52 2.24



Record 8
Computed, not measured: a molecular structure, C25H23Cl5N4PtS at a distorted geometry, with ωB97M-V/def2-TZVPD.

The total charge is -2. The energy relative to the best compared isomer or geometry (same formula, charge and spin) comes out at 0.0 kJ/mol. For the LUMO energy, the calculation gives 0.1611 hartree.

Positions of all 59 atoms, in Å:
Pt 1.10 -0.02 0.37
N -1.23 4.16 0.79
C -0.35 3.17 0.37
S 1.26 3.33 0.85
N -1.01 2.27 -0.36
N -0.42 1.14 -0.80
C -1.10 0.62 -1.78
C -2.38 1.26 -2.22
C -3.59 0.61 -1.97
C -4.80 1.17 -2.38
C -4.81 2.37 -3.06
C -3.61 3.02 -3.33
C -2.41 2.47 -2.90
C -0.67 -0.55 -2.57
C -1.38 -0.91 -3.74
C -0.92 -1.96 -4.51
C 0.24 -2.63 -4.14
C 0.88 -2.19 -2.99
N 0.44 -1.20 -2.24
H -0.78 5.03 1.03
H -2.09 4.20 0.26
H -3.58 -0.33 -1.43
H -5.72 0.65 -2.16
H -5.75 2.81 -3.38
H -3.61 3.97 -3.85
H -1.48 2.99 -3.08
H -2.26 -0.37 -4.04
H -1.46 -2.24 -5.41
H 0.64 -3.45 -4.72
H 1.80 -2.67 -2.64
C 5.00 -0.72 2.19
C 3.49 -0.50 2.30
C 3.24 0.92 2.81
C 2.92 -1.50 3.31
C 2.83 -0.74 0.95
H 5.50 -0.54 3.14
H 5.42 -0.05 1.43
H 5.22 -1.75 1.88
H 3.57 1.02 3.85
H 2.18 1.17 2.74
H 3.77 1.64 2.20
H 3.47 -1.46 4.26
H 2.99 -2.53 2.92
H 1.87 -1.29 3.51
H 3.33 -1.53 0.38
Cl -0.77 1.35 2.95
C -1.03 -0.34 2.65
C -0.33 -0.94 1.58
C -0.62 -2.32 1.46
Cl 0.18 -3.25 0.22
C -1.51 -3.02 2.27
Cl -1.85 -4.70 2.02
C -2.15 -2.36 3.32
Cl -3.25 -3.21 4.36
C -1.90 -1.01 3.51
Cl -2.67 -0.19 4.83
C 2.99 0.31 -0.25
H 3.57 1.18 0.07
H 3.57 -0.37 -0.87



| no. | electronic energy (eV) |
| --- | --- |
| 1 | -10715.415 |
| 2 | -54401.247 |
| 3 | -10469.802 |
| 4 | -45253.334 |
| 5 | -21526.998 |
| 6 | -28476.576 |
| 7 | -6693.881 |
| 8 | -108951.761 |